Entry 1:
Formula: C48H33F9O8S
Source: the Open Molecules 2025 dataset
Level of theory: ωB97M-V with the def2-TZVPD basis set

XYZ file:
```
99
Properties=species:S:1:pos:R:3:forces:R:3:mulliken_charge:R:1
C 7.41284 0.33718 0.29793 -0.4 -0.4 0.3 -1.5862
C 6.26355 0.17004 -0.70018 0.2 0.3 0.0 1.1153
C 5.68909 1.50341 -1.22350 0.4 -0.6 -0.1 -1.3628
C 4.34790 1.90251 -0.63302 0.1 0.6 0.0 -0.2609
C 4.39516 2.34921 0.84141 0.1 0.1 -0.3 -0.8354
C 3.07929 2.13059 1.57662 0.0 -0.1 -0.2 -1.0947
C 2.69842 0.72610 1.97313 -0.3 0.1 0.0 0.5833
C 1.45512 0.44202 2.38020 0.4 0.4 -0.3 -0.5356
C 1.04708 -0.92431 2.74144 0.2 0.1 -0.3 -0.1756
O 0.19091 -1.16129 3.54857 -0.8 -0.2 0.4 -0.5948
C 1.76721 -1.99684 2.00462 0.2 -0.5 -0.3 0.6449
C 1.16655 -3.21702 1.71162 0.6 0.2 -0.1 -1.0088
C 1.87496 -4.15055 0.95380 -0.2 0.4 0.2 -0.8576
C 3.17492 -3.85940 0.53967 -0.2 0.4 0.2 -0.2665
S 4.00062 -5.06980 -0.44037 -0.2 -1.0 0.4 1.5275
O 3.04182 -6.00229 -0.95273 -0.2 0.3 -0.1 -0.6649
O 5.14608 -5.56769 0.25510 0.2 0.4 -0.1 -0.7412
C 4.64913 -4.15886 -1.93109 0.0 0.4 0.3 0.5606
F 4.92490 -5.08806 -2.84159 -0.1 -0.3 -0.2 -0.2677
F 5.79312 -3.55621 -1.57563 0.1 0.1 -0.1 -0.2273
C 3.66794 -3.08165 -2.50463 0.5 0.2 -0.3 0.4925
F 2.40841 -3.35006 -2.15374 -0.3 -0.2 0.0 -0.2852
F 4.01631 -1.88522 -1.98983 -0.1 0.1 0.2 -0.1373
C 3.73387 -2.94786 -4.04593 -0.5 0.0 0.1 0.6114
F 3.14937 -4.02624 -4.58703 0.0 -0.1 -0.1 -0.2896
F 5.00459 -2.86792 -4.44884 0.3 0.0 0.0 -0.2807
C 2.99543 -1.69494 -4.59456 0.3 -0.3 -0.5 0.5161
F 1.76185 -1.61006 -4.12608 -0.3 0.0 0.2 -0.1613
F 3.65814 -0.58730 -4.30593 0.1 0.3 0.1 -0.2208
F 2.94057 -1.81935 -5.92440 -0.1 0.1 0.0 -0.2709
C 3.80736 -2.65881 0.87526 -0.5 -0.5 0.2 -0.3911
C 3.07355 -1.72603 1.59910 0.1 -0.3 -0.3 0.3635
C 3.66715 -0.40536 1.96527 -0.6 -0.2 0.0 0.4705
O 4.81819 -0.29956 2.28281 0.9 0.2 0.0 -0.5673
H 7.28974 1.24075 0.88553 0.1 0.2 0.0 0.3639
H 7.42318 -0.47562 1.02094 0.1 -0.2 0.0 0.2894
H 8.37565 0.33879 -0.20227 0.1 0.2 -0.1 0.4343
H 6.64048 -0.42317 -1.52975 -0.1 -0.1 -0.2 0.5106
H 5.44246 -0.39592 -0.27229 -0.1 -0.2 0.2 -0.8954
H 6.42479 2.28503 -1.03695 0.0 0.2 0.0 0.4625
H 5.60262 1.42968 -2.30593 -0.2 0.1 -0.1 0.3187
H 4.02361 2.77233 -1.20646 -0.3 0.0 -0.1 0.4595
H 3.58693 1.13899 -0.80724 0.1 -0.3 0.1 0.3202
H 5.25336 1.92556 1.35014 -0.1 -0.2 0.2 0.2650
H 4.55472 3.42554 0.83212 0.2 0.1 0.1 0.5066
H 2.29568 2.45312 0.88786 -0.2 0.1 0.0 0.0350
H 2.98866 2.78682 2.43755 0.1 0.0 0.2 0.5406
H 0.72244 1.23410 2.43674 -0.2 0.0 0.2 0.6501
H 0.15945 -3.39951 2.04995 -0.1 -0.1 0.0 0.5393
H 1.39897 -5.08089 0.68955 0.1 -0.1 -0.2 0.5783
H 4.82331 -2.46895 0.56739 0.1 0.1 0.1 0.8396
O -1.58717 -1.53377 -0.56551 0.1 0.1 0.0 -0.6927
C -2.72973 -1.77030 -0.90589 0.1 0.0 0.1 0.3358
C -3.82001 -1.85759 0.10266 -0.1 0.0 -0.1 0.1277
C -3.51933 -1.65698 1.44522 0.0 0.0 0.1 -0.6947
C -4.52870 -1.69370 2.39146 0.0 0.0 0.0 -0.6286
C -5.84213 -1.93271 2.00206 0.1 0.0 0.0 -0.5171
C -6.14468 -2.15166 0.66883 -0.1 0.0 0.1 -0.7739
C -5.13617 -2.11982 -0.28512 0.1 0.0 0.0 0.6003
C -5.47705 -2.37288 -1.71364 -0.2 0.0 0.0 0.4577
O -6.60912 -2.65213 -2.04645 0.0 0.0 0.0 -0.6829
C -4.38499 -2.26935 -2.72420 0.1 0.0 0.1 0.3643
C -4.68307 -2.46688 -4.06599 0.0 0.0 -0.1 -0.6487
C -3.68675 -2.34713 -5.02022 0.0 0.0 0.0 -0.5007
C -2.38763 -2.02807 -4.63880 0.0 0.0 0.0 -0.5691
C -2.08286 -1.83998 -3.30173 0.1 0.0 -0.1 -0.7153
C -3.07779 -1.96377 -2.33973 -0.1 0.0 0.0 0.2283
H -2.49792 -1.46480 1.74556 0.0 0.0 -0.1 0.8505
H -4.29388 -1.53040 3.43479 0.0 0.0 0.0 0.4704
H -6.63078 -1.94909 2.74222 0.0 0.0 0.0 0.4204
H -7.16299 -2.34389 0.36110 0.0 0.0 -0.1 0.4987
H -5.69554 -2.71057 -4.35625 0.0 0.0 0.1 0.4872
H -3.92155 -2.49953 -6.06528 0.0 0.0 0.0 0.3993
H -1.61262 -1.92824 -5.38726 0.0 0.0 0.0 0.4390
H -1.07395 -1.59624 -2.99822 0.0 0.0 0.1 0.7424
O -2.66710 6.54908 2.39930 0.0 0.0 0.0 -0.6663
C -3.33039 5.54536 2.24427 0.1 0.2 0.0 0.5116
C -4.70774 5.44105 2.80412 0.0 -0.1 0.0 0.1037
C -5.24129 6.52300 3.49264 -0.1 0.1 0.1 -0.5450
C -6.53048 6.45584 3.99250 0.0 0.0 0.0 -0.4849
C -7.29356 5.30784 3.80609 0.0 0.0 0.0 -0.5029
C -6.76219 4.22163 3.13217 -0.1 0.0 0.1 -0.4926
C -5.46740 4.28142 2.63284 0.1 0.1 0.0 0.1752
C -4.90679 3.09608 1.92531 -0.1 -0.2 0.0 0.5532
O -5.54544 2.06956 1.82171 0.0 0.0 0.0 -0.6576
C -3.53773 3.20860 1.34684 0.0 0.1 0.0 0.0482
C -3.00829 2.12862 0.65382 0.1 -0.1 -0.1 -0.6588
C -1.74770 2.22002 0.08833 0.1 0.0 0.0 -0.4292
C -1.01200 3.39486 0.21072 0.0 0.0 0.0 -0.5648
C -1.53135 4.47190 0.90954 0.1 0.0 -0.1 -0.7456
C -2.79327 4.38192 1.48371 -0.1 -0.1 0.0 0.3992
H -4.64421 7.41369 3.63019 0.1 0.0 -0.1 0.4743
H -6.94552 7.30061 4.52606 0.0 0.0 0.0 0.4006
H -8.30432 5.26172 4.18925 0.0 0.0 0.0 0.3978
H -7.34776 3.32430 2.98817 0.1 -0.1 0.0 0.4825
H -3.58495 1.21810 0.55764 -0.1 0.0 0.1 0.6087
H -1.33764 1.37469 -0.45081 0.0 0.0 0.0 0.5835
H -0.03047 3.46816 -0.23999 0.0 0.0 0.0 0.4984
H -0.96352 5.38639 1.01160 -0.1 0.0 0.1 0.4926
```
Forces are in eV/Å.

## Properties
- E_HOMO: -9.92 eV
- Gap between HOMO and LUMO: 8.57 eV
- Net charge: 0
- Multiplicity: 1
- LUMO level: -0.0497 Eh

***

Entry 2:
Formula: C2H2OS2
Source: the Open Molecules 2025 dataset
Level of theory: ωB97M-V with the def2-TZVPD basis set

XYZ file:
```
7
Properties=species:S:1:pos:R:3:forces:R:3:mulliken_spin:R:1
C -1.35346 1.03612 -0.02346 0.3 0.0 -0.8 0.5558
C 0.74217 -1.00814 0.68265 1.3 -1.7 -1.4 0.7322
O -0.99606 0.97651 -1.14305 -1.1 0.9 0.5 0.2641
S 0.78897 -0.89250 -1.12520 1.0 -0.8 1.1 0.0872
S 1.92745 0.20804 0.27823 -0.6 -0.4 0.1 0.1368
H -2.13173 1.73886 0.31122 -0.4 0.4 0.3 0.1602
H 1.02266 -2.05889 1.01961 -0.5 1.6 0.2 0.0637
```
Forces are in eV/Å.

## Properties
- E_HOMO (alpha / beta): -7.71 / -8.22 eV
- Gap between HOMO and LUMO (alpha / beta): 7.53 / 7.01 eV
- Net charge: 0
- ΔE to the lowest compared entry with this formula, charge and spin: 289.3 kJ/mol
- Multiplicity: 3
- LUMO level (alpha / beta): -0.0068 / -0.0447 Eh

***

Entry 3:
Formula: C3H13N4O
Source: the Open Molecules 2025 dataset
Level of theory: ωB97M-V with the def2-TZVPD basis set

XYZ file:
```
21
Properties=species:S:1:pos:R:3:forces:R:3:nbo_charge:R:1
N 0.05103 -3.76996 -0.12520 0.2 -0.1 0.3 -0.8176
C 0.35296 -2.52184 -0.54332 -0.3 -0.1 -0.1 0.7662
N -0.74296 -1.71795 -0.90989 -0.2 0.2 0.0 -0.8987
O 1.46638 -2.05091 -0.57666 0.4 0.2 0.1 -0.6357
H 0.81566 -4.29398 0.26964 0.0 0.0 0.0 0.4233
H -0.87673 -4.04426 0.14566 -0.1 0.0 -0.2 0.4030
H -0.50590 -1.13090 -1.70306 -0.1 -0.1 0.0 0.4153
H -1.63291 -2.18128 -1.02926 0.0 0.0 -0.1 0.4017
C -0.36763 2.26553 -0.07179 0.2 -0.3 -0.4 -0.2369
N 0.26532 3.52193 -0.43348 -0.3 -0.1 -0.1 -0.8165
C 0.65381 1.41813 0.66540 0.1 -0.3 0.1 -0.2214
N 0.00593 0.14782 1.17075 0.3 0.5 0.0 -0.6988
H -0.75012 1.68815 -0.93744 0.0 0.1 0.2 0.1707
H -1.21804 2.44382 0.58119 -0.1 0.2 0.1 0.1991
H 0.79266 3.41069 -1.29041 0.1 0.1 0.0 0.3687
H -0.43569 4.22751 -0.62490 0.1 0.0 0.1 0.3814
H 1.06888 1.93471 1.52505 0.0 0.1 0.0 0.2329
H 1.47314 1.10213 0.02257 0.0 0.0 -0.1 0.2320
H 0.69871 -0.42310 1.65672 0.0 -0.1 -0.1 0.4444
H -0.73509 0.38791 1.82965 -0.1 -0.2 -0.1 0.4263
H -0.37942 -0.41413 0.37874 -0.1 -0.1 0.2 0.4604
```
Forces are in eV/Å.

## Properties
- E_HOMO: -13.34 eV
- Gap between HOMO and LUMO: 10.23 eV
- Net charge: +1
- ΔE to the lowest compared entry with this formula, charge and spin: 0.0 kJ/mol
- Multiplicity: 1
- LUMO level: -0.1143 Eh